The following is a quantum chemistry calculation of a molecular structure, C19H41N4O6SY, from OMol25.

frontier orbital gap	0.33301	Ha
highest occupied orbital energy	-13.534	eV

```
! wB97M-V def2-TZVPD RIJCOSX def2/J DEFGRID3
* xyz 2 1
Y -0.205 0.084 0.194
C -1.419 -2.583 -2.111
C -0.229 -3.075 -1.324
O -0.169 -2.533 0.005
C -0.929 -3.228 0.998
C -2.363 -2.784 1.031
O -2.404 -1.369 0.843
C -3.698 -0.968 0.382
C -3.687 0.499 0.074
O -2.519 0.898 -0.640
C -2.598 0.876 -2.071
C -2.525 -0.531 -2.610
O -1.556 -1.204 -1.824
H -2.350 -3.104 -1.864
H -1.215 -2.744 -3.174
H 0.685 -2.746 -1.809
H -0.230 -4.165 -1.279
H -0.433 -3.024 1.942
H -0.881 -4.303 0.819
H -2.811 -3.061 1.988
H -2.948 -3.258 0.240
H -4.453 -1.159 1.150
H -3.952 -1.570 -0.493
H -3.677 1.063 0.994
H -4.586 0.773 -0.483
H -1.746 1.463 -2.413
H -3.512 1.372 -2.405
H -2.220 -0.497 -3.661
H -3.483 -1.057 -2.554
C 1.059 3.088 -1.483
O 0.098 2.580 -0.533
C -0.080 3.547 0.510
C -1.394 3.347 1.162
O -1.464 2.016 1.652
C -2.425 1.920 2.714
H 0.695 4.035 -1.881
H 1.157 2.368 -2.282
H 2.022 3.245 -0.991
H -0.055 4.553 0.086
H 0.739 3.455 1.230
H -2.222 3.527 0.469
H -1.472 4.058 1.989
H -3.384 2.336 2.399
H -2.066 2.468 3.585
H -2.546 0.873 2.981
C 6.062 -0.353 -2.302
C 4.707 -0.220 -2.888
N 4.429 -0.043 -4.139
N 3.060 0.044 -4.170
C 2.483 -0.074 -2.983
S 0.807 -0.029 -2.651
N 3.533 -0.242 -2.146
N 3.351 -0.426 -0.785
H 6.787 -0.410 -3.109
H 6.141 -1.251 -1.690
H 6.306 0.510 -1.680
H 2.587 0.160 -5.052
H 3.940 0.206 -0.255
H 3.576 -1.382 -0.533
C 1.042 -1.458 3.679
C 1.526 -0.074 3.275
C 0.633 0.974 3.918
C 1.623 0.057 1.733
H 0.963 -1.563 4.763
H 1.701 -2.250 3.314
H 0.037 -1.629 3.270
H 2.532 0.059 3.686
H -0.400 0.835 3.594
H 0.935 1.992 3.656
H 0.642 0.892 5.007
H 2.252 -0.784 1.409
H 2.197 0.978 1.523
*
```

=====

The following is a quantum chemistry calculation of 2 unconnected molecules or ions with the total composition C4H3F6NO3, from OMol25.

frontier orbital gap (alpha / beta)	0.21731 / 0.25287	Ha
highest occupied orbital energy (alpha / beta)	-8.212 / -8.607	eV

```
! wB97M-V def2-TZVPD RIJCOSX def2/J DEFGRID3
* xyz 0 1
C -0.561 2.700 -0.420
C -0.009 -1.094 0.882
C 0.716 0.963 -1.307
C 0.809 -2.391 0.744
N -1.334 -1.118 0.522
O -1.630 -1.989 -0.322
O -2.062 -0.128 0.712
O -0.239 1.762 -1.466
F 0.251 -0.346 1.964
F 1.837 1.352 -0.752
F 0.880 -0.063 -2.054
F 1.900 -2.407 1.465
F 1.228 -2.471 -0.577
F 0.200 -3.585 1.077
H -1.193 2.222 0.340
H -1.034 3.508 -0.874
H 0.242 3.083 0.066
*
```

=====

The following is a quantum chemistry calculation of a single C4H6N2O2 molecule, from OMol25.

frontier orbital gap	0.36704	Ha
SMILES string	NC(=O)C(=O)N1CC1
highest occupied orbital energy	-9.816	eV

```
! wB97M-V def2-TZVPD RIJCOSX def2/J DEFGRID3
* xyz 0 1
N -1.134 1.021 2.311
C -0.065 0.942 1.442
O 0.932 1.592 1.495
C -0.384 0.073 0.208
O -1.403 -0.638 0.221
N 0.554 0.185 -0.819
C 1.230 -1.018 -1.098
C 0.279 -0.437 -2.099
H -1.064 1.595 3.103
H -1.946 0.377 2.263
H 0.782 -1.854 -0.577
H 2.293 -1.016 -1.289
H 0.618 0.098 -2.955
H -0.692 -0.918 -2.208
*
```

=====

| no. | largest force on an atom (eV/A) |
| --- | --- |
| 1 | 1.0 |
| 2 | 3.3 |
| 3 | 2.8 |